Entry 1:
A molecular structure, C22H17AuCl2N3O2S2 at a distorted geometry. Source: the Open Molecules 2025 dataset; level of theory: the ωB97M-V functional and the def2-TZVPD basis.

Output
* LUMO energy: -5.76 eV
* total charge: +1
* gap between HOMO and LUMO: 0.163 hartree

```
49
Properties=species:S:1:pos:R:3:forces:R:3
Au 0.78230 -1.47290 -0.33571 1.09 -0.87 0.24
Cl 7.99182 -2.45801 1.71837 0.52 -0.15 0.09
C 6.38795 -1.95727 1.40397 -0.87 -0.32 -0.84
C 5.82068 -0.93950 2.18382 -0.38 -0.03 -0.26
C 4.53551 -0.53899 1.93834 -0.30 -0.47 -0.69
Cl 3.81409 0.71261 2.84973 -0.09 0.39 0.38
C 3.70897 -1.12283 0.89874 2.08 -0.94 0.31
O 2.54672 -0.67904 0.74689 -2.52 0.44 -0.52
C 4.33254 -2.16510 0.11750 -0.97 0.59 0.25
C 3.62496 -2.82086 -0.94945 1.48 0.21 0.92
O 2.49041 -2.61447 -1.36733 -2.12 0.37 -0.31
C 5.65422 -2.54693 0.38712 0.83 0.19 0.69
H 6.38273 -0.46464 2.97280 0.10 -0.01 0.06
H 4.20452 -3.61248 -1.45420 -0.14 0.13 -0.13
H 6.11992 -3.31461 -0.21258 0.03 -0.12 -0.05
C -3.16970 -0.53115 3.09734 -0.06 -0.56 0.58
N -2.79732 0.39212 2.06348 0.51 0.29 -0.71
C -3.48719 1.50926 1.69308 0.19 0.57 -0.30
C -2.79397 2.10470 0.70232 -0.34 0.03 0.38
N -1.65160 1.35957 0.46082 -0.72 -0.50 0.86
C -1.67326 0.29215 1.31841 -0.10 0.02 -0.25
S -0.61608 -0.99076 1.63481 0.95 -0.64 -0.82
C -0.68026 1.73880 -0.48200 1.08 0.53 -0.87
C -0.80683 2.95032 -1.16968 -0.06 -0.16 0.19
C 0.19968 3.33299 -2.03695 0.09 -0.27 0.09
C 1.30753 2.51324 -2.19074 -0.14 -0.01 0.03
C 1.32945 1.32323 -1.49098 0.15 0.34 -0.22
N 0.36074 0.93945 -0.67047 -0.65 0.55 0.37
H -4.20798 -0.36796 3.37885 0.07 0.07 -0.07
H -2.52594 -0.39895 3.96895 -0.10 0.01 -0.01
H -3.03765 -1.55284 2.73901 -0.09 0.06 -0.02
H -4.40608 1.80174 2.15572 -0.18 0.03 0.12
H -3.02828 2.99678 0.16656 -0.08 0.09 -0.09
H -1.65228 3.60278 -1.03971 -0.05 0.03 0.03
H 0.12077 4.26320 -2.57827 -0.01 0.08 -0.01
H 2.12631 2.78558 -2.83282 0.12 0.02 -0.11
H 2.15665 0.63775 -1.56458 0.26 -0.03 -0.11
S -0.79416 -2.14483 -2.01238 0.56 0.38 1.29
C -2.18865 -1.12276 -1.69368 0.29 -0.22 -0.12
C -2.35641 0.06696 -2.39951 -0.04 -0.06 -0.03
C -3.49138 0.82855 -2.19818 -0.15 0.07 -0.18
C -4.46673 0.41551 -1.30455 0.07 -0.05 -0.14
C -4.30097 -0.76972 -0.60425 0.00 -0.11 0.08
C -3.16418 -1.53600 -0.78647 -0.22 0.01 -0.13
H -1.60629 0.38313 -3.10922 0.10 -0.02 -0.06
H -3.62840 1.73854 -2.76125 -0.02 0.13 -0.08
H -5.35912 1.00626 -1.16839 -0.11 0.06 0.01
H -5.07250 -1.10733 0.06992 -0.09 -0.05 0.12
H -3.03525 -2.46528 -0.25325 0.04 -0.11 0.03
```
Positions in Å, forces in eV/Å.

Entry 2:
A molecular structure, C22H17Br2F7N2O7S2Ti at a distorted geometry. Source: the Open Molecules 2025 dataset; level of theory: the ωB97M-V functional and the def2-TZVPD basis.

Output
* LUMO energy: -1.40 eV
* ΔE to the lowest compared entry with this formula, charge and spin: 0.00 kcal per mole
* total charge: 0
* gap between HOMO and LUMO: 0.293 hartree

```
60
Properties=species:S:1:pos:R:3:forces:R:3
Ti -0.09175 0.95767 -2.00067 -0.78 -0.67 -0.17
O -0.99777 0.41924 -0.26635 0.11 0.01 -0.20
C -2.08568 -0.53016 -0.36183 0.02 0.05 0.07
C -2.14581 -0.94589 -1.84853 -0.09 -0.06 -0.05
O -2.75792 -1.89037 -2.24891 -0.02 0.03 0.04
O -1.47646 -0.09690 -2.62738 0.32 0.29 0.18
C -3.39747 0.16465 -0.01858 -0.01 -0.02 0.05
C -4.58764 -0.54910 -0.13312 -0.02 0.00 0.02
C -5.78913 0.05176 0.20214 0.00 -0.01 -0.01
C -5.81190 1.36439 0.65680 0.01 0.01 0.00
C -4.62714 2.07269 0.77093 -0.02 0.00 0.00
C -3.41877 1.47642 0.43309 0.02 -0.02 -0.04
C -1.77963 -1.69546 0.56611 0.05 -0.01 -0.05
C -1.11442 -2.83005 0.11109 0.01 0.01 0.01
C -0.74837 -3.82812 1.00414 -0.01 0.00 -0.01
C -1.03065 -3.69411 2.35573 0.00 0.00 0.00
C -1.68879 -2.56081 2.81400 0.01 0.00 0.01
C -2.06779 -1.56978 1.92195 0.00 -0.01 0.00
H -0.33748 0.26660 0.55638 0.10 0.13 -0.05
H -4.56875 -1.57119 -0.48923 0.00 0.00 0.00
H -6.71150 -0.50618 0.10766 0.00 0.00 0.00
H -6.75222 1.83243 0.91731 0.00 0.00 0.00
H -4.63758 3.09762 1.11848 0.00 0.00 0.00
H -2.49647 2.03396 0.51005 -0.01 0.01 0.01
H -0.88162 -2.94423 -0.93861 0.00 0.00 -0.01
H -0.24248 -4.71200 0.63781 0.00 0.00 0.00
H -0.74624 -4.47441 3.04990 0.00 0.00 0.00
H -1.91517 -2.45115 3.86656 0.00 0.00 0.00
H -2.58972 -0.69022 2.27923 0.00 0.00 0.00
C 3.30769 -2.34688 2.57955 0.00 -0.04 0.01
C 2.55791 -1.05094 2.50214 0.01 0.03 -0.05
C 2.95460 0.08078 3.20585 0.01 0.03 0.01
C 2.26625 1.27373 3.07022 0.02 -0.01 -0.01
C 1.18132 1.29239 2.21369 -0.04 -0.01 -0.02
Br 0.18692 2.87836 1.96122 0.02 0.00 0.02
N 0.78389 0.22917 1.53841 -0.06 -0.07 0.07
C 1.45544 -0.91650 1.67751 0.01 0.00 -0.02
H 3.63202 -2.55627 3.59870 0.00 0.01 0.00
H 4.19559 -2.30910 1.94590 0.00 0.00 0.00
H 2.69000 -3.17685 2.23850 0.00 0.00 0.00
H 3.81506 0.03398 3.86275 0.00 0.00 0.01
H 2.55646 2.16538 3.60514 0.00 0.00 -0.01
H 1.08975 -1.74826 1.08686 0.00 0.01 0.02
F 3.45779 3.85484 -1.98028 0.00 0.00 0.00
C 3.89182 2.93912 -1.12715 0.03 0.00 0.04
F 5.17687 2.69513 -1.35330 -0.05 0.00 0.01
F 3.74117 3.38443 0.11747 -0.01 -0.02 -0.04
S 2.92713 1.38162 -1.31705 0.11 0.21 0.16
O 1.54608 1.87302 -1.10345 -0.02 0.03 0.05
O 3.43929 0.47598 -0.34955 0.04 -0.02 0.00
N 3.22922 1.02793 -2.79619 0.15 -0.15 -0.07
S 2.26014 0.72231 -3.97589 0.14 0.24 -0.06
O 2.31562 -0.58576 -4.51210 0.09 -0.04 -0.02
O 0.90720 1.29139 -3.73102 -0.02 -0.19 0.08
C 2.92080 1.87952 -5.25781 -0.05 -0.01 -0.04
F 2.65831 3.13174 -4.91270 0.03 -0.01 0.02
F 2.34208 1.60620 -6.41865 -0.02 0.02 0.04
F 4.23202 1.71499 -5.36648 -0.04 -0.03 0.00
Br -1.23374 3.08013 -2.16380 0.23 -0.08 0.05
F 1.01163 -0.51886 -1.78463 -0.26 0.35 -0.05
```
Positions in Å, forces in eV/Å.

Entry 3:
A gas-phase ion, C22H17Cl2N2 (charge +1) at a distorted geometry. Source: the Open Molecules 2025 dataset; level of theory: the ωB97M-V functional and the def2-TZVPD basis.

Output
* LUMO energy: -3.37 eV
* ΔE to the lowest compared entry with this formula, charge and spin: 28.47 kcal per mole
* SMILES: Clc1ccc(/C=C/[C@H](c2ccc(Cl)cc2)[n+]2c[nH]c3ccccc32)cc1
* total charge: +1
* gap between HOMO and LUMO: 0.287 hartree

```
43
Properties=species:S:1:pos:R:3:forces:R:3
Cl -6.83402 -1.54185 0.34798 -0.13 0.08 -0.06
C -5.20578 -1.86128 0.76729 1.39 -0.45 0.47
C -4.80169 -1.86247 2.11325 -0.22 0.04 -0.53
C -3.48906 -2.18199 2.44580 0.40 -0.29 -0.18
C -2.51895 -2.56712 1.48195 -1.53 0.97 -0.56
C -1.19335 -2.98304 1.93235 1.17 0.16 -0.07
C -0.13018 -3.30450 1.15976 -0.53 0.53 -0.05
C 1.22933 -3.80902 1.61178 0.75 2.70 -0.66
C 2.34114 -3.52927 0.54408 -0.94 -0.09 0.54
C 3.63689 -3.36971 1.02617 -0.06 -0.44 -0.38
C 4.71557 -3.40088 0.14563 -0.51 0.23 -0.02
C 4.46652 -3.45493 -1.23201 -0.55 0.33 0.66
Cl 5.78723 -3.41982 -2.32127 0.22 -0.08 -0.23
C 3.15708 -3.43520 -1.71832 -0.16 0.06 0.46
C 2.08002 -3.47823 -0.82601 0.48 -0.50 0.08
N 1.21302 -5.21601 1.95988 0.31 -1.57 0.59
C 0.11334 -5.96767 1.85395 0.71 -0.68 0.41
N 0.39693 -7.22088 2.24092 -0.44 0.25 -0.39
C 1.73570 -7.32377 2.59155 -0.25 -0.22 0.36
C 2.39131 -8.43432 3.11362 0.84 0.08 0.15
C 3.73215 -8.27805 3.50714 -1.04 -0.27 -0.39
C 4.33657 -7.02018 3.39007 -0.89 0.44 -0.39
C 3.62860 -5.90612 2.88778 0.60 0.12 0.15
C 2.29545 -6.06242 2.45070 -0.14 0.25 0.13
C -2.93329 -2.48011 0.12474 -0.28 -0.07 0.57
C -4.25391 -2.15327 -0.22307 0.20 -0.03 0.31
H -5.54664 -1.62362 2.87177 0.34 -0.01 -0.09
H -3.19361 -2.12880 3.49433 -0.10 -0.16 -0.19
H -1.07205 -2.93890 3.02104 -0.03 -0.50 -0.20
H -0.16149 -3.04240 0.10129 -0.39 -0.50 0.27
H 1.54513 -3.18086 2.47316 -0.23 -0.85 0.01
H 3.76065 -3.30672 2.10999 0.24 0.20 -0.50
H 5.72141 -3.35419 0.53178 0.15 0.05 -0.14
H 2.96965 -3.37466 -2.77874 0.09 -0.08 -0.11
H 1.05318 -3.53099 -1.20127 0.59 0.00 -0.03
H -0.86566 -5.61138 1.52086 0.60 -0.17 0.18
H -0.25542 -7.99230 2.29964 -0.05 0.28 -0.16
H 1.84764 -9.36921 3.19786 0.23 0.00 0.07
H 4.29848 -9.13273 3.89927 -0.35 0.46 -0.18
H 5.37140 -6.93726 3.70796 -0.19 0.34 -0.10
H 4.14851 -4.94832 2.86146 -0.30 -0.54 -0.01
H -2.21326 -2.66784 -0.66811 -0.21 -0.10 0.05
H -4.57536 -2.13850 -1.26284 0.22 0.03 0.19
```
Positions in Å, forces in eV/Å.

Entry 4:
A molecular structure, C22H17Cl3N7O2STc. Source: the Open Molecules 2025 dataset; level of theory: the ωB97M-V functional and the def2-TZVPD basis.

Output
* <S²>: 3.79
* LUMO energy (alpha / beta): -10.22 / -11.91 eV
* ΔE to the lowest compared entry with this formula, charge and spin: 0.00 kcal per mole
* total charge: +3
* gap between HOMO and LUMO (alpha / beta): 0.247 / 0.184 hartree
* 2S+1: 4

```
53
Properties=species:S:1:pos:R:3:forces:R:3
Tc 0.12613 0.47630 -0.06438 0.31 0.08 0.15
N 2.21615 0.25609 3.79890 0.01 -0.02 0.02
C 1.51058 0.07400 2.69815 0.02 0.00 0.01
S 1.54387 1.38803 1.49736 -0.10 -0.01 -0.14
N 0.81748 -1.01898 2.52046 0.03 -0.07 0.03
N 0.19095 -1.07210 1.32859 0.04 0.00 -0.07
C -0.50176 -2.13100 1.04946 0.00 0.00 0.06
C -1.16714 -2.18115 -0.23858 -0.05 -0.05 -0.03
C -1.88385 -3.27897 -0.67662 0.05 0.08 0.03
C -2.46848 -3.23548 -1.93962 0.01 0.04 -0.02
C -2.31786 -2.09746 -2.71542 0.02 0.01 0.03
C -1.58850 -1.02958 -2.21359 -0.03 -0.02 -0.05
N -1.02193 -1.06503 -1.00403 -0.08 -0.05 0.05
H 2.75351 1.09261 3.96289 0.00 0.00 0.00
H 2.24322 -0.47517 4.49733 0.00 0.00 0.00
H -0.54878 -2.94643 1.76378 0.00 0.00 0.00
H -1.97869 -4.15252 -0.04587 0.00 0.00 0.02
H -3.03211 -4.08226 -2.30857 0.00 0.00 0.00
H -2.75734 -2.02646 -3.70037 0.00 0.00 -0.01
H -1.45618 -0.12355 -2.79126 0.00 -0.01 -0.01
O 7.21844 -3.37767 -1.46365 0.07 0.02 -0.02
C 6.03143 -3.54323 -0.88790 -0.10 -0.04 0.06
O 5.78842 -4.49680 -0.21052 0.04 0.04 -0.03
C 4.95630 -2.48837 -1.09983 -0.04 0.01 0.01
C 5.12291 -1.28565 -1.77692 -0.01 -0.02 0.03
C 4.07436 -0.38654 -1.89425 0.05 0.04 0.09
C 2.83676 -0.69958 -1.33568 0.08 0.00 0.06
C 2.66818 -1.89016 -0.64188 0.00 -0.11 -0.02
C 3.71953 -2.77821 -0.52989 0.00 0.02 -0.03
N 1.72922 0.20869 -1.44753 -0.18 0.12 -0.06
C 1.66978 1.01171 -2.45184 0.04 -0.11 -0.07
C 0.65202 2.04651 -2.49817 0.00 0.12 -0.06
C 0.56799 2.96430 -3.52510 0.00 -0.08 0.10
C -0.40106 3.96560 -3.45145 -0.02 0.00 0.03
C -1.23937 4.00398 -2.35198 0.02 -0.01 0.00
C -1.10559 3.04203 -1.35923 -0.08 0.06 0.00
N -0.18286 2.07596 -1.42452 0.03 -0.03 -0.07
H 7.29225 -2.58001 -1.99928 0.00 -0.03 -0.01
H 6.07484 -1.00065 -2.20624 0.00 0.00 0.00
H 4.26802 0.56396 -2.37336 -0.06 0.03 0.01
H 1.71441 -2.15110 -0.21178 -0.02 0.00 -0.05
H 3.61084 -3.71552 -0.00132 0.01 -0.01 0.00
H 2.38425 0.94663 -3.26629 0.03 -0.04 0.03
H 1.25196 2.90919 -4.36161 0.01 -0.01 0.00
H -0.48667 4.70289 -4.23891 0.00 0.01 0.00
H -1.99495 4.77002 -2.24772 0.00 0.00 0.00
H -1.75033 3.05009 -0.49235 0.00 0.01 -0.01
Cl -4.65811 2.76742 1.37438 0.07 -0.09 0.06
C -3.64877 1.79816 2.45426 -0.08 0.06 0.06
Cl -4.47117 0.34167 3.00368 0.07 0.11 -0.06
Cl -3.01998 2.75331 3.79178 -0.04 -0.07 -0.07
C -2.48394 1.36573 1.65479 0.04 -0.07 0.07
N -1.57128 1.04273 1.04272 -0.11 0.07 -0.10
```
Positions in Å, forces in eV/Å.

Number 1: energy -3015.49891 Eh. Number 2: energy -8977.90096 Eh. Number 3: energy -1878.20991 Eh. Number 4: energy -3240.94906 Eh.